# 1
Computed, not measured: a molecular structure, C2H7NO2 in a non-equilibrium geometry, with ωB97M-V/def2-TZVPD.

The value obtained for the energy relative to the best compared isomer or geometry (same formula, charge and spin) is 670.7 kJ/mol. The value obtained for the total energy is -7766.57414 eV.

Last column: Löwdin charge in e.
Cartesian coordinates (Å):
C1 0.199 -1.048 -1.385  -0.265
O1 -0.549 -0.212 -2.017  -0.095
O2 -1.143 1.304 -0.908  -0.235
H1 -1.112 1.829 -1.717  0.015
H2 -0.240 -2.035 -1.175  0.089
H3 0.355 -0.581 -0.079  0.108
H4 1.270 -1.044 -1.645  0.090
C2 0.423 0.188 2.158  -0.006
N1 0.178 0.280 0.931  0.066
H5 -0.471 1.019 0.416  0.064
H6 0.055 0.925 2.873  0.087
H7 1.035 -0.624 2.547  0.082



# 2
Computed, not measured: 2 unconnected molecules or ions with the total composition C8H13NP in a non-equilibrium geometry, with ωB97M-V/def2-TZVPD.

The value obtained for the energy relative to the best compared isomer or geometry (same formula, charge and spin) is 264.4 kJ/mol. As for the total charge: +1. The value obtained for the total energy is -19274.98171 eV.

Last column: Löwdin charge in e.
Cartesian coordinates (Å):
C1 -2.752 0.601 -0.302  -0.066
C2 -2.281 -0.258 0.687  -0.105
C3 -1.825 1.386 -0.999  -0.078
C4 -0.969 -0.262 1.052  -0.113
C5 -0.504 1.381 -0.664  -0.096
C6 -0.052 0.550 0.370  -0.394
C7 1.380 -2.403 -0.327  0.135
C8 1.350 0.436 0.639  -0.420
N1 0.034 -2.472 -0.303  0.158
P1 2.340 1.723 0.121  0.923
H1 -3.704 0.386 -0.754  0.104
H2 -2.938 -0.981 1.198  0.122
H3 -2.076 2.151 -1.698  0.107
H4 -0.535 -1.042 1.709  0.114
H5 0.111 2.127 -1.194  0.086
H6 2.014 -2.773 0.477  0.111
H7 1.999 -2.014 -1.030  0.053
H8 1.612 -0.174 1.633  0.116
H9 -0.571 -1.840 -0.938  0.189
H10 2.189 3.091 0.524  0.002
H11 -0.426 -2.929 0.401  0.088
H12 2.032 2.055 -1.155  -0.036
H13 3.574 1.260 0.554  0.000